one:
Density functional theory data (wB97M-V/def2-TZVPD) for C3H8N2 in the gas phase.

Last columns: bonded neighbours and bond lengths (Å).
CARTESIAN COORDINATES (ANGSTROEM)
1 C -1.220 -0.864 0.936  C2 1.496, H6 1.100, H7 1.129, H8 1.066
2 C -0.259 0.080 0.283  C1 1.496, N3 1.457, C4 1.356
3 N -0.479 1.511 0.441  C2 1.457, H9 1.025, H10 1.022
4 C 0.715 -0.394 -0.533  C2 1.356, N5 1.449, H11 1.089
5 N 1.795 0.168 -1.320  C4 1.449, H12 1.013, H13 1.007
6 H -1.837 -0.214 1.575  C1 1.100
7 H -1.875 -1.276 0.115  C1 1.129
8 H -0.839 -1.709 1.462  C1 1.066
9 H 0.296 2.095 0.110  N3 1.025
10 H -0.409 1.627 1.454  N3 1.022
11 H 0.361 -1.387 -0.805  C4 1.089
12 H 2.173 -0.615 -1.840  N5 1.013
13 H 1.579 0.977 -1.878  N5 1.007

Its SMILES is C/C(N)=C/N. The HOMO-LUMO gap is 0.3171 Ha.

---

two:
Density functional theory data (wB97M-V/def2-TZVPD) for C3H8N2 in the gas phase.

Last columns: bonded neighbours and bond lengths (Å).
CARTESIAN COORDINATES (ANGSTROEM)
1 C -0.014 0.148 0.032  C2 1.498, C3 1.494, N4 1.318
2 C -0.490 -1.255 -0.194  C1 1.498, H8 1.093, H10 1.087, H11 1.093
3 C -0.972 1.287 -0.090  C1 1.494, H9 1.091, H12 1.089, H13 1.092
4 N 1.277 0.373 0.179  C1 1.318, N5 1.292, H6 1.038
5 N 2.281 -0.403 0.423  N4 1.292, H7 1.023
6 H 1.408 1.348 0.511  N4 1.038
7 H 2.018 -1.379 0.266  N5 1.023
8 H -0.286 -1.885 0.676  C2 1.093
9 H -1.484 1.263 -1.053  C3 1.091
10 H -1.558 -1.264 -0.392  C2 1.087
11 H 0.016 -1.710 -1.050  C2 1.093
12 H -0.458 2.242 0.004  C3 1.089
13 H -1.737 1.234 0.688  C3 1.092

The HOMO-LUMO gap is 0.2994 Ha.

---

three:
Density functional theory data (wB97M-V/def2-TZVPD) for C3H8N2 in the gas phase.

Last columns: bonded neighbours and bond lengths (Å).
CARTESIAN COORDINATES (ANGSTROEM)
1 C -0.190 -2.081 1.262  N2 1.300, H6 1.153, H7 1.083
2 N 0.043 -1.333 0.225  C1 1.300, N3 1.327
3 N 0.817 -0.257 0.263  N2 1.327, C4 1.425, H8 1.031
4 C 0.638 0.669 -0.805  N3 1.425, C5 1.563, H9 1.162, H10 1.057
5 C -0.748 1.393 -0.812  C4 1.563, H11 1.099, H12 1.096, H13 1.112
6 H 0.249 -1.828 2.298  C1 1.153
7 H -0.903 -2.895 1.295  C1 1.083
8 H 1.075 0.193 1.154  N3 1.031
9 H 1.496 1.444 -0.914  C4 1.162
10 H 0.698 0.093 -1.690  C4 1.057
11 H -0.799 2.026 0.084  C5 1.099
12 H -0.901 2.013 -1.703  C5 1.096
13 H -1.473 0.564 -0.659  C5 1.112

Its SMILES is C=NNCC. The HOMO-LUMO gap is 0.3548 Ha.

---

Stability summary: most stable one, least stable two.

---

one:
Density functional theory data (wB97M-V/def2-TZVPD) for C5H6S2 in the gas phase.

Last columns: bonded neighbours and bond lengths (Å).
CARTESIAN COORDINATES (ANGSTROEM)
1 C 3.149 -0.259 -1.672  C2 1.207, H8 0.949
2 C 2.187 0.367 -1.297  C1 1.207, C3 1.438
3 C 1.169 0.987 -0.494  C2 1.438, S4 1.774, H9 1.080, H10 1.187
4 S 0.022 -0.357 -0.341  C3 1.774, C5 1.825
5 C -1.321 0.203 0.760  S4 1.825, C6 1.519, S7 1.750
6 C -2.226 -0.996 0.987  C5 1.519, H11 1.130, H12 1.129, H13 1.154
7 S -1.598 1.858 1.257  C5 1.750
8 H 3.922 -0.620 -2.087  C1 0.949
9 H 0.581 1.552 -1.201  C3 1.080
10 H 1.501 1.284 0.607  C3 1.187
11 H -3.210 -1.061 0.434  C6 1.130
12 H -2.568 -0.989 2.063  C6 1.129
13 H -1.608 -1.969 0.985  C6 1.154

Its SMILES is C#CCSC(C)=S. The HOMO-LUMO gap is 0.3026 Ha.

---

two:
Density functional theory data (wB97M-V/def2-TZVPD) for C5H6S2 in the gas phase.

Last columns: bonded neighbours and bond lengths (Å).
CARTESIAN COORDINATES (ANGSTROEM)
1 C -1.271 -0.493 -0.690  C2 1.344, C4 1.503, H8 1.133
2 C -0.969 -1.683 -0.143  C1 1.344, S6 1.761, H9 1.072
3 C -0.525 1.299 0.727  C4 1.454, H10 1.127, H11 1.190
4 C -0.273 0.620 -0.533  C1 1.503, C3 1.454, C5 1.511, H12 1.199
5 C 1.007 -0.125 -0.232  C4 1.511, S6 1.761, S7 1.748
6 S 0.687 -1.715 0.455  C2 1.761, C5 1.761
7 S 2.489 0.793 -0.107  C5 1.748, H13 1.333
8 H -2.230 -0.121 -1.164  C1 1.133
9 H -1.376 -2.655 0.057  C2 1.072
10 H 0.077 2.247 0.819  C3 1.127
11 H -0.780 0.552 1.617  C3 1.190
12 H -0.016 1.344 -1.453  C4 1.199
13 H 3.180 -0.063 0.648  S7 1.333

The HOMO-LUMO gap (spin up / spin down) is 0.3003 / 0.2527 Ha.

---

Stability summary: most stable one, least stable two.

---

one:
Density functional theory data (wB97M-V/def2-TZVPD) for 2 unconnected molecules or ions with the total composition C2H7NO2S2.

Last columns: bonded neighbours and bond lengths (Å).
CARTESIAN COORDINATES (ANGSTROEM)
1 C 0.858 -0.166 -1.093  C2 1.491, S6 1.903, H8 1.132, H9 1.132
2 C 0.148 0.066 0.198  C1 1.491, N3 1.439, S7 1.899
3 N -1.002 0.929 0.215  C2 1.439, H11 0.969, H12 1.055
4 O 2.721 -0.071 1.139  S7 1.475
5 O 0.826 0.173 2.736  S7 1.602, H13 0.958
6 S 1.343 1.510 -1.850  C1 1.903, H14 1.409
7 S 1.490 0.705 1.380  C2 1.899, O4 1.475, O5 1.602
8 H 0.157 -0.606 -1.865  C1 1.132
9 H 1.832 -0.744 -1.106  C1 1.132
10 H -0.191 -1.348 0.706  no bonds
11 H -1.596 0.799 -0.539  N3 0.969
12 H -1.683 0.656 0.974  N3 1.055
13 H 0.884 -0.687 3.154  O5 0.958
14 H 0.103 2.035 -2.266  S6 1.409

The HOMO-LUMO gap is 0.3440 Ha.

---

two:
Density functional theory data (wB97M-V/def2-TZVPD) for C2H7NO2S2 in the gas phase.

Last columns: bonded neighbours and bond lengths (Å).
CARTESIAN COORDINATES (ANGSTROEM)
1 N -0.040 -0.380 1.997  C2 1.456, H8 1.008, H9 1.098
2 C 0.116 -0.613 0.568  N1 1.456, O3 1.434, C4 1.482, H10 1.225
3 O -0.765 -1.650 0.113  C2 1.434, H11 0.919
4 C -0.136 0.688 -0.094  C2 1.482, S5 1.826, H12 1.077, H13 1.130
5 S 0.433 0.638 -1.829  C4 1.826, O6 1.468, S7 1.940, H14 1.479
6 O 1.869 0.340 -1.904  S5 1.468
7 S -0.524 1.957 -2.880  S5 1.940
8 H 0.872 -0.385 2.425  N1 1.008
9 H -0.613 0.551 2.102  N1 1.098
10 H 1.261 -1.007 0.383  C2 1.225
11 H -1.219 -1.996 0.833  O3 0.919
12 H 0.276 1.501 0.479  C4 1.077
13 H -1.223 0.983 -0.172  C4 1.130
14 H -0.307 -0.627 -2.021  S5 1.479

Its SMILES is N[C@@H](O)C[S@H](=O)=S. The HOMO-LUMO gap is 0.3641 Ha.

---

Stability summary: most stable two, least stable one.

---

one:
Density functional theory data (wB97M-V/def2-TZVPD) for 5 unconnected molecules or ions with the total composition CH12O4.

Last columns: bonded neighbours and bond lengths (Å).
CARTESIAN COORDINATES (ANGSTROEM)
1 C -1.664 -2.717 0.645  H2 1.093, H3 1.090, H4 1.095, H5 1.079
2 H -0.894 -3.491 0.677  C1 1.093
3 H -2.406 -3.091 -0.062  C1 1.090
4 H -1.189 -1.939 0.040  C1 1.095
5 H -1.937 -2.393 1.637  C1 1.079
6 O 1.711 0.267 -1.886  H7 0.963, H8 0.962
7 H 2.332 0.380 -2.613  O6 0.963
8 H 1.260 1.111 -1.794  O6 0.962
9 O -2.301 0.978 1.037  H10 0.963, H11 0.972
10 H -3.126 0.482 1.018  O9 0.963
11 H -2.721 1.854 1.081  O9 0.972
12 O -0.021 2.334 -1.073  H13 0.953, H14 0.982
13 H -0.603 3.003 -0.723  O12 0.953
14 H -0.114 1.576 -0.457  O12 0.982
15 O 2.356 -1.020 1.349  H16 0.982, H17 0.952
16 H 2.152 -1.137 0.396  O15 0.982
17 H 3.230 -0.643 1.345  O15 0.952

Its SMILES is C.O.O.O.O. The HOMO-LUMO gap is 0.4203 Ha.

---

two:
Density functional theory data (wB97M-V/def2-TZVPD) for 5 unconnected molecules or ions with the total composition CH12O4.

Last columns: bonded neighbours and bond lengths (Å).
CARTESIAN COORDINATES (ANGSTROEM)
1 C -0.657 -1.721 0.547  H2 1.079, H3 1.143, H4 1.066, H5 1.106
2 H -0.993 -1.591 -0.470  C1 1.079
3 H -0.512 -0.769 1.163  C1 1.143
4 H 0.317 -2.154 0.545  C1 1.066
5 H -1.404 -2.287 1.134  C1 1.106
6 O 1.637 -0.024 0.785  H7 0.961, H8 0.997
7 H 2.013 -0.814 1.182  O6 0.961
8 H 1.540 -0.285 -0.172  O6 0.997
9 O -1.647 2.103 -0.956  H10 0.964, H11 0.990
10 H -0.996 2.662 -1.395  O9 0.964
11 H -1.652 2.526 -0.061  O9 0.990
12 O 1.071 -0.692 -1.663  H13 0.967, H14 0.967
13 H 0.477 -0.004 -1.994  O12 0.967
14 H 1.612 -0.822 -2.453  O12 0.967
15 O -0.472 1.603 1.369  H16 0.972, H17 0.961
16 H -0.771 0.855 0.826  O15 0.972
17 H 0.438 1.414 1.613  O15 0.961

Its SMILES is C.O.O.O.O. The HOMO-LUMO gap is 0.3961 Ha.

---

Stability summary: most stable one, least stable two.